137
Properties=species:S:1:pos:R:3:forces:R:3 method="wB97M-V/def2-TZVPD" s2=0.756 orbital_gap_ev="7.153 / 7.192" mol_weight_g_mol=1538.64 de_lowest_kj_mol=0.00 spin_multiplicity=2 e_tot_ev=-445169.9883
Ti 0.509 -0.219 -2.434 2.0539 0.8060 -1.7483
Se -2.793 -2.470 2.367 -0.0990 0.1161 -0.0256
P -3.136 -0.449 1.904 0.3071 0.0369 -0.1536
C -4.827 -0.141 1.322 -0.1007 -0.0560 -0.0817
C -5.623 -1.225 0.959 -0.0968 0.0752 -0.1259
C -6.944 -1.020 0.574 0.1413 -0.0004 0.0232
C -7.475 0.263 0.560 -0.0205 0.0052 -0.0139
C -6.687 1.345 0.930 0.0351 -0.0111 -0.0430
C -5.370 1.142 1.308 -0.0241 0.0015 -0.0210
C -2.932 0.679 3.310 0.0337 0.0228 0.1073
C -4.019 1.012 4.121 0.1044 0.0090 -0.0115
C -3.835 1.806 5.243 0.0133 -0.0125 -0.0353
C -2.565 2.260 5.572 -0.0168 -0.0134 0.0187
C -1.478 1.899 4.792 0.0040 -0.0879 -0.1015
C -1.654 1.102 3.667 -0.0217 0.0793 -0.0296
C -1.917 0.143 0.624 -0.4120 -0.1378 0.0022
C -1.760 1.159 -0.353 0.0174 0.6426 0.3839
N -0.570 0.941 -0.935 -0.3968 -0.9325 0.2959
N -0.067 -0.176 -0.395 -0.2228 0.6942 0.1755
N -0.852 -0.669 0.517 0.2737 -0.0575 0.0616
P -2.576 2.707 -0.893 0.1310 -0.3802 0.0189
Se -1.328 3.898 -2.138 -0.0430 0.0537 0.0087
C -4.083 2.237 -1.753 -0.1329 -0.0117 -0.2156
C -4.504 0.914 -1.824 -0.0538 0.0472 0.0970
C -5.610 0.571 -2.588 0.0140 -0.0213 0.0569
C -6.292 1.546 -3.294 -0.0097 0.0676 -0.0430
C -5.868 2.870 -3.243 0.0314 -0.0100 0.0725
C -4.762 3.217 -2.484 -0.0579 -0.1116 0.0199
C -2.997 3.615 0.601 0.0114 0.1402 0.0814
C -4.183 4.343 0.675 -0.0222 -0.0237 0.0110
C -4.446 5.127 1.788 0.0342 -0.0237 0.0096
C -3.520 5.197 2.820 0.0085 -0.0219 -0.0172
C -2.323 4.498 2.734 0.0245 -0.0225 -0.0538
C -2.057 3.706 1.625 -0.1226 0.0625 0.0604
H -5.201 -2.222 0.997 -0.0161 0.0011 0.0183
H -7.562 -1.867 0.300 0.0274 0.0237 0.0007
H -8.506 0.420 0.267 0.0291 -0.0081 0.0114
H -7.099 2.347 0.925 0.0170 -0.0165 0.0034
H -4.769 1.983 1.615 0.0420 0.0889 0.0359
H -5.010 0.651 3.883 -0.0133 -0.0126 -0.0200
H -4.684 2.065 5.862 0.0071 -0.0053 -0.0108
H -2.421 2.884 6.446 -0.0042 -0.0199 -0.0208
H -0.484 2.228 5.063 0.0288 -0.0017 -0.0199
H -0.793 0.810 3.070 -0.0167 -0.0194 0.0695
H -3.974 0.144 -1.282 0.0147 -0.0309 0.0318
H -5.928 -0.463 -2.637 0.0059 0.0174 0.0105
H -7.146 1.276 -3.903 0.0172 0.0103 0.0134
H -6.385 3.629 -3.814 0.0010 -0.0033 0.0057
H -4.405 4.239 -2.477 0.0268 -0.0149 -0.0571
H -4.903 4.290 -0.133 -0.0020 -0.0141 0.0700
H -5.372 5.685 1.847 0.0149 -0.0221 0.0023
H -3.731 5.800 3.695 0.0229 0.0135 -0.0232
H -1.592 4.572 3.528 -0.0445 -0.0398 -0.0044
H -1.122 3.161 1.560 -0.0223 0.0062 -0.0162
C 3.207 0.710 -5.449 0.0062 -0.0805 -0.0385
P 2.753 -0.411 -4.059 0.1392 0.6344 -0.2887
C 3.018 -2.011 -4.895 -0.0141 -0.1145 0.1945
C 4.174 -0.052 -2.982 0.0465 -0.2209 0.0951
C 5.403 -0.705 -2.950 -0.0407 0.0229 -0.0297
C 6.427 -0.228 -2.145 -0.0145 0.0100 -0.0085
C 6.243 0.928 -1.399 -0.0281 0.0049 -0.0308
C 5.018 1.578 -1.423 0.0595 0.0357 0.0035
C 3.964 1.070 -2.174 -0.0617 0.0099 -0.0494
P 2.269 1.769 -2.123 0.0676 0.2390 0.8681
C 2.192 2.565 -0.473 0.0504 0.0178 -0.0831
C 2.385 3.290 -3.135 -0.1326 -0.0087 -0.1164
H 4.196 0.441 -5.828 -0.0177 -0.0086 0.0048
H 3.231 1.751 -5.138 -0.0034 -0.0024 0.0047
H 2.474 0.598 -6.248 -0.0562 0.0350 0.0186
H 3.156 -1.827 -5.957 -0.0003 -0.0272 -0.0306
H 2.154 -2.658 -4.763 -0.0380 0.0072 0.0347
H 3.889 -2.526 -4.495 0.0134 -0.0020 -0.0031
H 5.569 -1.587 -3.557 -0.0158 0.0217 0.0193
H 7.377 -0.749 -2.111 -0.0311 0.0134 -0.0095
H 7.048 1.316 -0.788 -0.0086 -0.0045 -0.0018
H 4.886 2.486 -0.847 -0.0038 -0.0419 0.0511
H 2.942 3.350 -0.360 0.0014 -0.0218 0.0133
H 2.307 1.819 0.311 -0.0161 -0.0375 0.0368
H 1.204 3.023 -0.395 -0.0247 -0.0145 0.0083
H 3.411 3.657 -3.118 0.0114 0.0383 0.0212
H 1.725 4.033 -2.686 -0.0152 0.0124 -0.0094
H 2.063 3.141 -4.161 0.0076 -0.0050 -0.0311
Cl 3.578 -4.193 -2.165 -0.0265 0.1120 -0.1387
C 1.854 -4.149 -2.235 0.0866 -0.9748 -0.0522
C 1.162 -5.389 -2.322 0.7794 0.2749 0.0662
C -0.182 -5.427 -2.418 -0.6426 -0.1051 -0.0326
Cl -1.001 -6.968 -2.535 0.1095 0.2165 0.0264
C -0.935 -4.225 -2.448 -0.2084 -0.0275 0.0119
C -2.339 -4.158 -2.610 0.2082 -0.5075 0.0505
C -2.958 -2.957 -2.687 -0.0069 0.7680 -0.0134
C -2.179 -1.779 -2.607 -0.6709 -0.2243 -0.1334
N -0.889 -1.803 -2.435 0.3171 -0.9415 0.2979
C -0.239 -3.012 -2.343 -0.0414 0.0483 -0.0205
C 1.193 -2.954 -2.213 -0.4619 0.6256 -0.0075
O 1.776 -1.775 -2.144 -0.7132 -0.4392 0.2029
H 1.733 -6.308 -2.318 0.0346 0.0530 0.0031
H -2.905 -5.078 -2.690 0.0542 0.0263 0.0163
H -4.027 -2.880 -2.838 0.0293 0.0216 0.0227
H -2.638 -0.804 -2.735 0.0065 -0.0269 -0.0096
Cl -0.059 2.756 -5.807 0.0314 0.1058 0.1843
Ge -0.833 1.585 -4.095 -0.1489 -0.1989 -0.3438
Cl -0.003 -0.635 -5.004 -0.2974 -0.3185 -0.1794
Cl -2.885 1.277 -4.909 0.0691 0.0733 0.1945
C 0.508 -0.954 5.435 0.0478 0.0683 -0.0130
C 0.253 -1.982 4.546 0.0602 0.0033 -0.0779
C 0.874 -2.008 3.298 -0.0480 0.1225 0.0687
C 1.758 -1.004 2.920 0.0488 -0.0248 -0.0204
C 1.949 0.068 3.798 -0.0563 -0.0795 0.0464
C 1.351 0.083 5.049 -0.0249 -0.0248 -0.0391
As 2.849 -0.977 1.251 0.1547 -0.1388 0.4482
C 4.439 -0.420 2.283 0.0358 -0.1554 -0.0926
C 5.056 0.781 1.975 0.1183 0.0890 0.0429
C 6.146 1.242 2.717 -0.1026 -0.0626 -0.0271
C 6.619 0.495 3.781 -0.0781 -0.1061 0.0123
C 5.992 -0.708 4.112 0.0400 0.1225 -0.0417
C 4.911 -1.158 3.373 0.0499 0.0648 -0.0759
C 3.332 -2.884 1.083 -0.0823 0.0550 -0.0007
C 2.348 -3.867 0.992 0.0333 0.0087 -0.0537
C 2.686 -5.213 0.908 0.0281 0.0577 0.0490
C 4.018 -5.594 0.881 0.0567 0.0830 0.0413
C 5.009 -4.618 0.892 -0.0881 -0.0334 0.0160
C 4.669 -3.275 0.982 -0.0988 -0.0261 0.0997
H 0.043 -0.948 6.413 0.0097 0.0126 -0.0268
H -0.431 -2.777 4.813 0.0032 0.0167 -0.0189
H 0.641 -2.823 2.634 -0.0025 -0.0598 -0.0319
H 2.610 0.883 3.527 0.0505 0.0012 0.0114
H 1.557 0.903 5.727 -0.0149 0.0071 0.0078
H 4.683 1.377 1.153 0.0061 -0.0088 -0.0339
H 6.615 2.184 2.459 -0.0051 -0.0091 0.0039
H 7.466 0.844 4.358 -0.0166 -0.0086 0.0036
H 6.345 -1.290 4.955 0.0130 0.0095 -0.0146
H 4.425 -2.085 3.650 -0.0264 -0.0222 -0.0205
H 1.302 -3.593 0.955 -0.0282 0.0187 0.0095
H 1.902 -5.959 0.853 0.0117 0.0181 0.0088
H 4.285 -6.643 0.830 0.0021 0.0249 -0.0214
H 6.053 -4.903 0.828 -0.0147 0.0028 0.0097
H 5.456 -2.531 0.984 0.0077 0.0232 0.0570